1.
Here is a cluster of 6 separate species, C20H56N6O8 in total from OMol25. Energies are from the ωB97M-V functional and the def2-TZVPD basis.

XYZ file:
```
90
C20H56N6O8 the ωB97M-V functional and the def2-TZVPD basis
C -3.719 -2.492 -2.342
C -2.859 -3.319 -1.420
C -1.535 -3.477 -1.881
O -1.451 -4.244 -3.103
C -0.231 -4.524 -3.644
N -2.834 -2.698 -0.009
H -2.302 -2.060 -0.089
H -3.758 -2.356 0.376
H -2.448 -3.360 0.719
H -4.692 -2.114 -1.812
H -3.824 -3.156 -3.136
H -3.067 -1.657 -2.588
H -3.499 -4.141 -1.505
H -0.822 -4.160 -1.309
H -1.251 -2.546 -2.135
H 0.078 -5.081 -2.805
H 0.350 -3.721 -4.002
H -0.511 -5.204 -4.361
N -0.008 -0.257 -0.549
O 0.739 0.441 -1.328
O 0.321 -1.385 -0.111
O -1.234 -0.072 -0.570
C -4.395 3.503 -2.854
C -3.330 2.505 -2.425
C -1.982 2.949 -2.680
O -1.638 3.193 -3.971
C -0.356 3.608 -4.286
N -3.578 2.093 -1.072
H -4.362 3.513 -3.872
H -4.554 4.567 -2.659
H -5.409 3.520 -2.741
H -3.516 1.641 -3.106
H -1.171 2.282 -2.362
H -1.699 3.758 -2.006
H -0.070 3.534 -5.450
H 0.290 2.972 -3.886
H -0.117 4.541 -3.830
H -3.179 2.812 -0.509
H -2.993 1.469 -0.965
C 0.298 1.406 4.287
C -0.404 0.570 3.229
C -1.392 -0.523 3.742
O -0.636 -1.521 4.293
C -1.267 -2.571 5.136
N -0.996 1.452 2.262
H -0.506 1.858 4.730
H 1.004 2.219 4.120
H 0.785 0.825 5.126
H 0.479 -0.031 2.904
H -2.026 -0.874 2.984
H -2.025 -0.054 4.628
H -1.893 -1.922 5.855
H -0.481 -3.093 5.620
H -2.215 -3.047 4.669
H -0.410 2.028 1.959
H -1.089 1.067 1.334
C 2.129 4.998 0.824
C 1.555 3.947 -0.174
C 2.612 3.739 -1.278
O 2.704 4.902 -2.142
C 3.490 4.561 -3.282
N 1.280 2.660 0.444
H 2.207 5.951 0.388
H 3.306 4.665 1.050
H 1.639 5.233 1.751
H 0.690 4.411 -0.515
H 2.165 2.861 -1.943
H 3.552 3.383 -0.882
H 4.623 4.327 -3.196
H 3.251 5.286 -4.069
H 3.082 3.673 -3.886
H 1.128 2.170 -0.289
H 2.133 2.316 0.682
C 2.504 -4.055 3.764
C 2.168 -2.988 2.680
C 3.069 -3.290 1.449
O 4.353 -3.123 1.851
C 5.310 -3.502 0.921
N 0.728 -3.144 2.241
H 3.460 -3.979 3.911
H 2.264 -5.114 3.647
H 1.764 -3.805 4.589
H 2.445 -1.864 2.878
H 3.025 -2.816 0.447
H 2.809 -4.247 1.115
H 5.570 -4.399 0.637
H 6.401 -3.213 1.281
H 5.333 -2.951 -0.037
H 0.221 -2.734 3.094
H 0.424 -2.528 1.449
```

Output
Strongest force on any atom: 0.30182 hartree/bohr
E_tot: -1725.35883 hartree
Relative energy (zero: lowest compared OMol25 entry of this formula, charge and spin): 151.6 kJ/mol
2S+1: 1

2.
Here is a structure of composition C20H56O32S6 from OMol25. Energies are from the ωB97M-V functional and the def2-TZVPD basis.

XYZ file:
```
114
C20H56O32S6 the ωB97M-V functional and the def2-TZVPD basis
C 3.892 1.286 -2.785
O 3.892 0.826 -4.100
H 3.387 2.329 -2.786
H 3.326 0.607 -2.144
H 4.940 1.222 -2.516
H 3.024 0.595 -4.422
C 4.073 -3.059 -3.192
O 3.582 -1.697 -3.046
H 3.235 -3.683 -2.809
H 4.228 -3.312 -4.264
H 4.987 -3.275 -2.662
H 4.040 -1.063 -3.656
C -4.668 -2.920 -0.893
O -3.723 -2.808 0.133
H -4.832 -1.955 -1.417
H -4.319 -3.631 -1.606
H -5.640 -3.374 -0.609
H -4.028 -2.217 0.846
C 0.974 3.262 -5.455
O 1.018 2.620 -4.162
H 0.132 3.964 -5.497
H 1.939 3.735 -5.530
H 0.787 2.561 -6.300
H 1.047 1.685 -4.338
C 0.520 -1.060 -4.715
O 1.048 -0.455 -3.507
H 1.159 -1.819 -5.103
H -0.493 -1.377 -4.670
H 0.484 -0.250 -5.482
H 1.688 -1.106 -3.121
C -4.110 2.771 -1.635
O -4.128 1.336 -1.561
H -4.167 3.132 -0.616
H -3.171 3.014 -2.161
H -4.968 3.222 -2.209
H -4.211 1.112 -0.607
C -1.551 5.860 0.302
O -1.898 7.134 -0.118
H -2.230 5.598 1.156
H -1.781 5.137 -0.538
H -0.469 5.717 0.603
H -1.607 7.721 0.595
C -3.542 0.155 -4.455
O -2.631 0.487 -3.465
H -4.509 0.379 -4.036
H -3.399 0.555 -5.500
H -3.502 -0.928 -4.617
H -3.147 0.842 -2.720
C -3.614 2.849 3.343
C -3.130 1.582 4.007
O -4.242 0.666 3.876
S -5.085 0.888 2.522
O -6.495 0.924 2.804
O -4.623 0.053 1.452
O -4.467 2.375 2.243
H -2.864 3.469 2.897
H -4.278 3.476 3.964
H -2.921 1.748 5.051
H -2.197 1.237 3.519
C 0.070 -6.749 -0.112
C -1.333 -6.552 -0.745
O -1.425 -5.198 -1.193
S -0.061 -4.371 -0.824
O -0.194 -3.826 0.450
O 0.362 -3.522 -1.845
O 0.847 -5.726 -0.712
H 0.597 -7.684 -0.402
H 0.096 -6.586 0.957
H -2.159 -6.755 -0.025
H -1.411 -7.292 -1.583
C 1.025 0.626 -1.007
C -0.319 0.040 -0.874
O -0.519 0.134 0.583
S -0.190 1.651 0.951
O 0.178 1.524 2.353
O -1.171 2.663 0.580
O 1.009 1.793 -0.055
H 1.279 0.993 -1.971
H 1.841 0.036 -0.637
H -0.360 -1.013 -1.114
H -1.054 0.598 -1.391
C -0.243 -3.533 3.258
C -0.822 -2.350 2.525
O -1.280 -1.426 3.554
S -0.316 -1.556 4.858
O -1.116 -1.953 5.952
O 0.580 -0.472 4.891
O 0.504 -2.853 4.337
H 0.484 -4.006 2.610
H -1.015 -4.215 3.680
H -1.761 -2.642 2.052
H -0.134 -1.958 1.827
C 5.750 -0.662 1.443
C 4.818 0.344 0.848
O 3.632 -0.396 0.507
S 3.463 -1.778 1.364
O 3.455 -2.899 0.538
O 2.391 -1.497 2.257
O 4.850 -1.524 2.173
H 6.600 -0.291 2.040
H 6.149 -1.313 0.686
H 5.162 0.695 -0.144
H 4.556 1.198 1.498
C 2.253 1.883 5.132
C 3.000 2.409 3.872
O 3.247 3.873 4.045
S 2.084 4.343 5.042
O 0.815 4.335 4.389
O 2.462 5.466 5.756
O 2.252 3.019 6.016
H 2.795 1.070 5.626
H 1.261 1.480 4.957
H 2.298 2.322 3.082
H 3.955 1.965 3.661
```

Output
Strongest force on any atom: 0.09614 hartree/bohr
E_tot: -5592.12417 hartree
2S+1: 1

3.
Here is a cluster of 7 separate species, C20H57BNO6PS6 in total from OMol25. Energies are from the ωB97M-V functional and the def2-TZVPD basis.

XYZ file:
```
92
C20H57BNO6PS6 the ωB97M-V functional and the def2-TZVPD basis
C -0.112 2.801 0.397
C 0.909 1.986 1.204
P 0.065 0.740 2.297
B 0.207 -0.837 1.179
C -0.940 -1.268 0.208
C -0.481 -1.064 -1.260
C 0.545 -2.096 -1.740
C 2.027 -1.801 -1.443
N 2.297 -0.378 -1.235
C 1.380 0.262 3.523
C 2.838 0.422 3.094
H -0.451 2.244 -0.479
H -0.988 3.047 1.001
H 0.331 3.731 0.034
H 1.495 2.640 1.855
H 1.604 1.488 0.524
H 1.174 -1.536 1.296
H -1.169 -2.333 0.337
H -1.855 -0.697 0.385
H -0.109 -0.044 -1.379
H -1.350 -1.160 -1.917
H 0.390 -2.261 -2.809
H 0.301 -3.045 -1.249
H 2.319 -2.330 -0.532
H 2.634 -2.223 -2.254
H 2.014 0.176 -2.037
H 3.296 -0.238 -1.158
H 1.175 -0.787 3.746
H 1.182 0.812 4.445
H 3.201 1.440 3.251
H 2.965 0.184 2.034
H 3.495 -0.244 3.659
C -0.751 -2.297 8.283
S -0.065 -0.907 7.382
O 0.470 -1.469 6.110
C 1.350 -0.650 8.458
H -1.640 -2.615 7.741
H -0.010 -3.095 8.324
H -1.039 -1.973 9.283
H 1.954 -1.558 8.483
H 0.999 -0.386 9.455
H 1.928 0.171 8.041
C 3.589 3.113 -1.500
S 2.073 3.308 -2.441
O 1.947 2.101 -3.308
C 2.667 4.638 -3.481
H 3.438 2.284 -0.810
H 4.409 2.896 -2.185
H 3.780 4.027 -0.937
H 3.556 4.309 -4.020
H 2.875 5.510 -2.860
H 1.872 4.879 -4.182
C -4.658 -2.236 3.977
S -3.463 -2.530 5.286
O -3.499 -1.351 6.194
C -2.016 -2.338 4.241
H -5.651 -2.276 4.420
H -4.476 -1.250 3.551
H -4.558 -3.014 3.221
H -2.044 -1.345 3.788
H -2.024 -3.118 3.480
H -1.128 -2.421 4.865
C -1.130 6.651 -1.156
S -0.027 6.566 -2.567
O 1.158 7.404 -2.243
C -1.055 7.522 -3.685
H -0.637 6.145 -0.329
H -1.308 7.696 -0.906
H -2.062 6.139 -1.396
H -1.236 8.505 -3.251
H -1.990 6.990 -3.857
H -0.509 7.622 -4.621
C -3.175 -2.066 -5.096
S -3.956 -2.427 -3.521
O -4.864 -3.581 -3.742
C -4.992 -0.960 -3.466
H -2.511 -2.897 -5.325
H -3.946 -1.972 -5.861
H -2.592 -1.149 -5.008
H -5.639 -0.948 -4.343
H -4.361 -0.072 -3.433
H -5.591 -1.022 -2.561
C 1.181 -5.929 -3.951
S 1.759 -4.284 -4.379
O 0.737 -3.697 -5.284
C 3.124 -4.820 -5.415
H 0.288 -5.806 -3.341
H 0.938 -6.470 -4.865
H 1.950 -6.447 -3.379
H 2.738 -5.445 -6.220
H 3.847 -5.365 -4.808
H 3.587 -3.925 -5.826
```

Output
Strongest force on any atom: 0.00989 hartree/bohr
E_tot: -4057.52517 hartree
2S+1: 1